a.
{
  "formula": "C15H18",
  "method": "ωB97M-V with the def2-TZVPD basis set",
  "gap_ev": [2.35, 6.67],
  "total_charge": -1,
  "homo_ev": [0.8659, -3.5677],
  "multiplicity": 2,
  "elements": ["C", "C", "C", "C", "C", "C", "C", "C", "H", "H", "H", "H", "H", "H", "H", "H", "H", "H", "C", "C", "C", "C", "C", "C", "C", "H", "H", "H", "H", "H", "H", "H", "H"],
  "coordinates": [[0.9794, 0.8693, 2.5755], [1.3676, 1.8767, 3.6330], [2.0382, 0.6797, 1.4685], [2.3540, -0.5876, 0.9643], [2.5577, 1.7885, 0.7490], [2.8133, -0.6750, -0.3291], [3.2195, 1.7009, -0.4442], [3.3602, 0.4474, -0.9833], [0.7315, -0.0598, 3.1747], [0.0756, 1.2570, 2.1570], [2.4108, 1.7221, 4.0274], [2.0903, -1.5019, 1.5006], [2.2891, 2.7511, 1.2217], [2.7624, -1.6657, -0.7758], [3.5104, 2.5732, -0.8965], [3.7249, 0.2607, -1.9332], [0.7139, 1.9730, 4.4461], [1.5520, 2.9223, 3.3035], [-4.5486, 0.5167, -1.6764], [-1.1391, -0.7051, -0.5058], [-1.1972, -2.0315, -0.8732], [-2.1927, 0.1817, -0.7908], [-3.3744, -0.4093, -1.3499], [-2.2606, -2.6676, -1.5350], [-3.3227, -1.6985, -1.8247], [-0.3264, -0.4325, 0.0064], [-0.3927, -2.7945, -0.4781], [-1.9688, 1.2100, -0.6722], [-2.3532, -3.6926, -1.6992], [-4.3564, 1.4831, -1.5427], [-5.4384, 0.0933, -0.9945], [-4.0820, -2.0200, -2.6676], [-4.8703, 0.2028, -2.6452]]
}


b.
{
  "formula": "C15H18",
  "method": "ωB97M-V with the def2-TZVPD basis set",
  "gap_ev": [2.08, 6.92],
  "total_charge": -1,
  "homo_ev": [0.9342, -3.9977],
  "multiplicity": 2,
  "elements": ["C", "C", "C", "C", "C", "C", "C", "H", "H", "H", "H", "H", "H", "H", "H", "C", "C", "C", "C", "C", "C", "C", "C", "H", "H", "H", "H", "H", "H", "H", "H", "H", "H"],
  "coordinates": [[2.2191, 1.2465, -4.7578], [0.9648, -1.5174, -1.7093], [0.5703, -1.7097, -3.0408], [1.4582, -0.2614, -1.3569], [1.0175, -0.8904, -4.0603], [1.8371, 0.6056, -2.3770], [1.7055, 0.2879, -3.7019], [0.8494, -2.2459, -0.9155], [-0.1052, -2.5478, -3.1884], [1.6191, 0.0038, -0.3169], [0.8244, -1.1779, -5.0907], [2.3420, 1.5307, -2.0921], [1.3526, 1.9322, -4.8520], [2.2873, 0.8025, -5.7535], [3.1155, 1.7692, -4.4694], [-1.2886, -1.6475, 2.0013], [-0.0112, -2.4831, 2.2820], [-1.3012, -0.2573, 2.5839], [-0.2852, 0.5262, 3.1277], [-2.4770, 0.4834, 2.1797], [-0.4320, 1.8506, 3.4723], [-2.6604, 1.8291, 2.4464], [-1.6552, 2.5167, 3.1511], [-1.4232, -1.6929, 0.9030], [-2.1550, -2.1888, 2.4114], [-0.3977, -3.5202, 2.2512], [0.7134, 0.1162, 3.2766], [-3.1936, -0.0961, 1.5951], [0.1770, 2.3797, 4.1998], [-3.6669, 2.1831, 2.2313], [-1.9243, 3.4883, 3.5594], [0.6834, -2.3157, 3.1084], [0.7536, -2.6028, 1.4924]]
}


Which is the most stable structure? b is the most stable.


a.
{
  "formula": "C3H9N3O2",
  "method": "ωB97M-V with the def2-TZVPD basis set",
  "smiles": "CNO[C@H](N)C(N)=O",
  "gap_ev": 9.62,
  "homo_ev": -8.7772,
  "elements": ["C", "N", "O", "C", "N", "C", "N", "O", "H", "H", "H", "H", "H", "H", "H", "H", "H"],
  "coordinates": [[2.1791, 1.2676, 0.2218], [1.3792, 0.7333, -0.8566], [0.7596, -0.4966, -0.5272], [-0.3242, -0.4780, 0.5452], [-0.6781, -1.8081, 0.8887], [-1.3481, 0.2523, -0.3189], [-2.2830, -0.5286, -0.9169], [-1.2920, 1.4777, -0.4539], [2.6094, 2.1979, -0.1253], [1.6225, 1.5000, 1.1387], [2.9744, 0.5614, 0.4627], [0.5247, 1.3996, -1.0412], [-0.0556, 0.1297, 1.4152], [-0.6582, -2.3950, 0.0617], [-0.0197, -2.2023, 1.5385], [-2.2568, -1.5305, -0.8046], [-3.1333, -0.0805, -1.2279]]
}


b.
{
  "formula": "C3H9N3O2",
  "method": "ωB97M-V with the def2-TZVPD basis set",
  "smiles": "N/C=C/N.NC(=O)O",
  "gap_ev": 8.56,
  "homo_ev": -7.6105,
  "elements": ["N", "C", "C", "N", "H", "H", "H", "H", "H", "H", "N", "C", "O", "O", "H", "H", "H"],
  "coordinates": [[-0.9123, -1.1527, 1.9708], [0.2444, -1.4063, 1.2153], [1.1409, -0.4550, 0.8163], [2.1228, -0.7054, -0.2181], [-1.5577, -1.9454, 1.9747], [-1.4019, -0.3002, 1.7258], [0.4116, -2.4652, 0.9157], [1.1159, 0.5347, 1.2709], [2.4572, -1.6900, -0.2266], [2.9680, -0.1256, -0.0335], [-1.9031, 1.7459, -1.6520], [-0.7007, 1.4513, -1.0157], [-0.2479, 2.1029, -0.0787], [-0.0793, 0.3876, -1.6058], [-2.0041, 1.3651, -2.5806], [-2.2805, 2.6613, -1.4888], [0.6265, -0.0029, -0.9896]]
}


Which is the most stable structure? b is the most stable.